[1]
C24H56N3O10P2 | wB97M-V/def2-TZVPD

Calculated values
ΔE to the lowest compared entry with this formula, charge and spin, kcal/mol: 0.0

ORCA input file:
```
! wB97M-V def2-TZVPD RIJCOSX def2/J DEFGRID3
* xyz 1 1
C 4.13354 -0.27803 -1.13793
C 4.01825 0.33781 0.26975
C 2.77922 -0.14556 1.04110
C 1.45525 0.31738 0.42685
C 1.37420 1.87004 0.47088
N 0.22145 -0.21780 1.10193
C 0.46013 -0.94856 2.24578
N 0.25623 -0.31038 3.39450
N 0.85674 -2.23881 2.30702
C 0.61483 -3.09560 1.09954
C 0.25330 -2.31266 -0.16069
C -0.58238 -1.10159 0.21306
O -1.11974 -0.42527 -0.87102
C -2.54975 -0.40433 -0.88392
C -3.14190 0.68051 0.01510
C -3.35962 0.27181 1.48232
O -2.39178 1.88336 0.00733
H 3.19043 -0.28026 -1.68192
H 4.53142 -1.28532 -1.02628
H 4.85818 0.30486 -1.70332
H 4.13496 1.41916 0.27812
H 4.86646 -0.05885 0.83248
H 2.87917 0.21887 2.06830
H 2.84784 -1.23799 1.02904
H 1.45831 0.06770 -0.63010
H 1.11212 2.24637 -0.51810
H 0.61769 2.18416 1.18418
H 2.33243 2.32153 0.71352
H -0.44612 0.41224 3.38123
H 0.75628 -0.57939 4.22728
H 0.30522 -2.64728 3.05519
H 1.54301 -3.62818 0.89445
H -0.14287 -3.84920 1.29912
H 1.10612 -2.07632 -0.79472
H -0.37574 -2.95869 -0.77796
H -1.41005 -1.47455 0.82864
H -2.97134 -1.39664 -0.70801
H -2.80471 -0.14857 -1.91379
H -4.13044 0.91636 -0.39771
H -4.28109 0.64150 1.92510
H -3.32390 -0.80918 1.62458
H -2.54251 0.71460 2.05972
H -1.87769 1.92167 -0.80486
O 6.24812 -3.10525 -3.37064
P 6.81947 -4.04967 -4.35895
O 5.91726 -5.39228 -4.32092
C 4.56251 -5.33379 -4.77684
C 4.46969 -5.38730 -6.29118
O 8.13513 -4.62846 -3.58342
C 8.73613 -3.91457 -2.50300
C 8.33808 -4.52290 -1.17512
O 7.47369 -4.31278 -5.81826
C 8.18626 -3.23040 -6.47487
C 9.60637 -3.09582 -5.96103
H 4.07651 -4.43322 -4.38837
H 4.05654 -6.19667 -4.34461
H 4.89193 -4.48810 -6.74335
H 3.42951 -5.47159 -6.60845
H 5.02863 -6.23798 -6.67903
H 8.48254 -2.85495 -2.54179
H 9.81770 -3.99284 -2.63356
H 7.25350 -4.54417 -1.06417
H 8.76527 -3.95614 -0.34599
H 8.68856 -5.55351 -1.11075
H 7.63758 -2.29395 -6.35401
H 8.19488 -3.47077 -7.53638
H 9.62521 -2.66828 -4.95760
H 10.18416 -2.44026 -6.61271
H 10.09157 -4.06951 -5.91196
O -8.56582 4.34307 1.83514
P -7.76728 4.72800 3.01905
O -6.39176 3.87218 2.96548
C -5.45494 4.12759 1.91537
C -4.61331 5.35547 2.21457
O -8.52154 3.94428 4.23612
C -9.87801 3.51032 4.11061
C -9.93948 2.02629 3.82070
O -7.21292 5.88158 4.01745
C -7.98866 7.09920 4.17733
C -9.12853 6.91893 5.16087
H -5.97553 4.23041 0.95901
H -4.81355 3.24767 1.85244
H -5.22066 6.26156 2.19743
H -3.81791 5.46422 1.47572
H -4.16937 5.28268 3.20710
H -10.40452 4.08163 3.34636
H -10.36681 3.71948 5.06478
H -9.37481 1.77959 2.92150
H -10.97184 1.70041 3.68652
H -9.49902 1.46161 4.64377
H -8.36091 7.43523 3.20730
H -7.29672 7.85580 4.54325
H -9.92931 6.31555 4.73196
H -9.55049 7.88663 5.43271
H -8.78327 6.41338 6.06160
*
```

***

[2]
C24H56N8O8 | wB97M-V/def2-TZVPD

Calculated values
SMILES string: CN(C)C=O.CN(C)C=O.CN(C)C=O.CN(C)C=O.CN(C)C=O.CN(C)C=O.CN(C)C=O.CN(C)C=O
ΔE to the lowest compared entry with this formula, charge and spin, kcal/mol: 160.9

ORCA input file:
```
! wB97M-V def2-TZVPD RIJCOSX def2/J DEFGRID3
* xyz 0 1
C 2.78940 -0.51224 4.07423
O 3.07894 0.26776 4.98463
N 3.67653 -0.99741 3.21792
C 3.27147 -1.97599 2.17263
C 5.06461 -0.63646 3.30496
H 1.77599 -0.91605 3.92542
H 2.20473 -2.19990 2.16819
H 3.81865 -2.91066 2.29542
H 3.60875 -1.62163 1.19857
H 5.15272 0.23254 3.95701
H 5.64791 -1.41227 3.80094
H 5.53913 -0.41080 2.34996
C -3.00226 -3.44727 -1.57420
O -2.39578 -2.79824 -0.74998
N -4.35543 -3.36657 -1.91626
C -5.23837 -2.64116 -1.02476
C -4.94104 -4.26858 -2.93728
H -2.63166 -4.25334 -2.22621
H -6.24400 -2.58554 -1.44152
H -4.85276 -1.65481 -0.76684
H -5.16915 -3.11675 -0.04643
H -5.18680 -5.27910 -2.61087
H -5.85245 -3.81754 -3.32972
H -4.31747 -4.30977 -3.83035
C -5.17172 2.35246 -1.82547
O -5.47218 1.27942 -2.29505
N -4.82171 2.51303 -0.54746
C -4.25412 3.79025 -0.04919
C -4.97640 1.49643 0.48153
H -5.05641 3.28289 -2.40272
H -4.80020 4.56056 -0.59373
H -3.19405 3.94723 -0.24847
H -4.40326 3.89895 1.02507
H -5.79090 1.74665 1.16130
H -5.06488 0.47143 0.12148
H -4.05092 1.61634 1.04473
C -1.61645 0.05620 -3.98834
O -0.47163 -0.41786 -3.87818
N -2.53947 -0.52204 -4.74958
C -3.95614 -0.11017 -4.80938
C -2.42248 -1.86665 -5.44312
H -2.00481 0.93896 -3.45720
H -4.42074 -0.64924 -3.98375
H -4.53882 -0.42978 -5.67335
H -4.03858 0.97112 -4.69934
H -2.90724 -2.59398 -4.79190
H -2.95409 -2.00904 -6.38398
H -1.37233 -2.09995 -5.61877
C 1.06118 3.02761 6.31907
O 0.32931 2.64965 7.22839
N 0.55044 3.02727 5.07123
C 1.39274 3.62043 4.01601
C -0.73061 2.36510 4.59873
H 2.10038 3.38319 6.39551
H 0.85476 4.39989 3.47648
H 1.71554 2.83458 3.33311
H 2.27205 4.16075 4.36669
H -1.40588 3.03870 4.07113
H -0.47687 1.47087 4.02947
H -1.39749 1.98032 5.37030
C 1.94908 -2.83101 -5.47619
O 2.85030 -2.95402 -6.29979
N 1.66468 -3.80928 -4.53202
C 0.98204 -3.43719 -3.29779
C 2.63915 -4.92099 -4.45984
H 1.37466 -1.90908 -5.29653
H 1.58728 -2.70280 -2.76633
H 0.86115 -4.32297 -2.67418
H 0.00019 -2.97502 -3.40011
H 3.08177 -5.24143 -5.40298
H 3.49330 -4.83122 -3.78868
H 2.14281 -5.84821 -4.17348
C 6.80507 2.96481 2.71736
O 7.02687 2.33385 1.67749
N 5.54074 3.11843 3.22614
C 5.42092 4.00432 4.39747
C 4.36566 2.76148 2.41710
H 7.63594 3.41575 3.28173
H 4.64496 3.55955 5.02051
H 5.17602 4.97258 3.96088
H 6.30681 4.15008 5.01559
H 4.62202 2.26000 1.48389
H 3.76295 2.00567 2.92068
H 3.77461 3.65012 2.19555
C -1.06634 0.57025 0.46701
O -1.48635 1.40813 1.30861
N 0.21822 0.29295 0.22621
C 0.63788 -0.80122 -0.69351
C 1.30099 1.06042 0.73195
H -1.69652 -0.07074 -0.16876
H 1.22096 -1.64011 -0.31353
H 1.12705 -0.32140 -1.54121
H -0.26570 -1.33825 -0.98200
H 2.15216 0.42576 0.97852
H 1.64168 1.76426 -0.02743
H 1.09931 1.68675 1.60094
*
```

***

[3]
C24H57N7O10SZn | wB97M-V/def2-TZVPD

Calculated values
ΔE to the lowest compared entry with this formula, charge and spin, kcal/mol: 61.0

ORCA input file:
```
! wB97M-V def2-TZVPD RIJCOSX def2/J DEFGRID3
* xyz 0 1
Zn -10.26217 -14.16732 -3.90382
S -9.24493 -12.66246 -5.71783
O -9.36250 -14.10586 -5.69406
O -10.23480 -12.39249 -4.72917
O -7.88251 -12.37292 -5.29974
O -9.56147 -12.14933 -7.01847
C -13.64934 -14.69164 -6.97199
C -12.37828 -14.20940 -6.11547
N -12.29777 -15.00890 -4.88542
C -13.48166 -14.87183 -4.01311
C -13.86255 -13.47540 -3.58656
C -12.12494 -16.44661 -5.14769
C -11.14376 -16.76844 -6.29899
H -14.52812 -14.80777 -6.33767
H -13.49896 -15.62621 -7.51242
H -13.87638 -13.96511 -7.75219
H -11.51958 -14.21497 -6.78681
H -12.58654 -13.20825 -5.73807
H -14.37804 -15.30415 -4.45775
H -13.34417 -15.57170 -3.18886
H -14.22458 -13.45888 -2.55857
H -13.02073 -12.82700 -3.34364
H -14.35033 -12.92081 -4.38819
H -13.13263 -16.83822 -5.28660
H -11.70668 -16.89910 -4.24857
H -11.36029 -16.49196 -7.33088
H -10.84650 -17.81624 -6.34197
H -10.17636 -16.35294 -6.01685
C -5.89138 -10.12388 -6.19736
C -4.90446 -9.75839 -7.31562
O -3.73707 -9.72099 -6.98426
N -5.29459 -9.35109 -8.52921
C -4.45806 -8.96768 -9.63893
H -5.85944 -11.20762 -6.08523
H -6.92378 -9.80438 -6.33943
H -5.76035 -9.63808 -5.23044
H -6.28698 -9.36057 -8.71673
H -4.10900 -9.71579 -10.35069
H -3.65238 -8.34422 -9.25127
H -5.05222 -8.20946 -10.14900
C -11.10763 -11.56344 -1.18288
C -11.13438 -13.03556 -0.94806
O -11.04308 -13.78722 -1.95320
N -11.34481 -13.46644 0.30180
C -11.09076 -14.85803 0.64107
H -10.93994 -11.47629 -2.25638
H -10.33986 -11.07551 -0.58242
H -12.01220 -11.00469 -0.94276
H -11.70937 -12.86106 1.02340
H -10.34703 -15.36363 0.02516
H -12.00692 -15.39826 0.40254
H -10.93910 -15.12351 1.68731
C -7.37869 -18.79251 -10.73022
C -7.65510 -17.33993 -10.47111
O -7.36996 -16.49866 -11.35637
N -8.26311 -16.99678 -9.29908
C -8.56323 -15.67383 -8.77020
H -8.13109 -19.42888 -10.26435
H -6.44001 -19.03749 -10.23328
H -7.20011 -18.95036 -11.79384
H -8.25948 -17.75638 -8.63344
H -7.54793 -15.27817 -8.74326
H -9.05330 -15.88862 -7.82057
H -9.19192 -15.04852 -9.40412
C -5.17042 -14.43625 -6.74719
C -5.39445 -13.75814 -8.09118
O -4.66373 -13.97456 -9.03444
N -6.39280 -12.92535 -8.13290
C -6.83934 -12.24132 -9.37541
H -4.45230 -15.23414 -6.93632
H -6.04101 -14.76972 -6.18241
H -4.68500 -13.68815 -6.12045
H -6.90285 -12.70043 -7.29066
H -5.99071 -11.74316 -9.84421
H -7.53706 -11.46673 -9.05712
H -7.28566 -12.82709 -10.17900
C -12.62008 -10.50737 -5.56839
C -12.91224 -10.89805 -7.04186
O -14.04168 -10.70929 -7.42539
N -11.91619 -11.34332 -7.86020
C -12.15702 -11.70780 -9.19326
H -12.99438 -11.31700 -4.94190
H -13.19162 -9.62482 -5.28109
H -11.59930 -10.15770 -5.41396
H -10.98392 -11.43409 -7.48240
H -11.26052 -11.62828 -9.80812
H -12.94246 -11.15102 -9.70432
H -12.46946 -12.75105 -9.23912
C -7.07977 -13.88019 -0.77459
C -7.38681 -13.37311 -2.18880
O -8.47751 -13.54416 -2.65401
N -6.49730 -12.83800 -3.04736
C -5.14300 -12.58429 -2.86647
H -6.82437 -14.93477 -0.67103
H -7.79865 -13.71860 0.02865
H -6.11234 -13.44005 -0.53282
H -6.80895 -12.67177 -3.99358
H -5.08534 -11.63524 -2.33349
H -4.56839 -12.52758 -3.79098
H -4.60076 -13.40378 -2.39476
*
```

***

[4]
C24H58BN2O6S2 | wB97M-V/def2-TZVPD

Calculated values
ΔE to the lowest compared entry with this formula, charge and spin, kcal/mol: 2.7

ORCA input file:
```
! wB97M-V def2-TZVPD RIJCOSX def2/J DEFGRID3
* xyz -1 1
C -0.92256 -6.60287 -4.37525
C -1.15513 -6.71541 -5.89976
C 0.09404 -6.90375 -6.75211
C 0.92132 -5.63841 -6.94598
N 1.52172 -5.13147 -5.70138
S 1.42477 -3.47860 -5.50365
O 2.36569 -3.20948 -4.44215
O 1.67282 -2.83387 -6.76496
N -0.06469 -3.29627 -4.96862
S -1.21972 -2.68194 -5.90756
O -1.15533 -1.23313 -5.99658
O -1.44215 -3.38549 -7.15848
B -2.68022 -3.01286 -4.76373
O -2.45205 -2.99430 -3.42846
O -3.92369 -3.25655 -5.28444
C -4.46595 -4.51635 -4.86814
C -5.50512 -4.98020 -5.88619
H 0.13199 -6.54289 -4.13566
H -1.43329 -5.72998 -3.97743
H -1.33935 -7.47734 -3.87280
H -1.70733 -5.84983 -6.26430
H -1.79879 -7.58337 -6.06498
H -0.22883 -7.19712 -7.75521
H 0.71418 -7.71587 -6.36444
H 1.71623 -5.82785 -7.67074
H 0.28210 -4.87067 -7.37744
H 2.49971 -5.37176 -5.62352
H -1.49700 -2.94818 -3.27307
H -3.67423 -5.26259 -4.79728
H -4.90711 -4.41504 -3.87681
H -6.44417 -5.23801 -5.39953
H -5.68875 -4.19094 -6.60808
H -5.16181 -5.86569 -6.41627
C 2.55514 1.88816 0.52965
C 1.39171 0.99347 0.11076
C 1.83265 -0.35836 -0.44721
C 2.67618 -0.28554 -1.72082
C 2.01074 0.44079 -2.88828
C 0.72356 -0.22751 -3.35997
H 3.19808 2.13591 -0.31563
H 2.18694 2.82734 0.94878
H 3.16833 1.39717 1.28933
H 0.77152 1.51686 -0.62102
H 0.75358 0.81779 0.98347
H 0.94534 -0.96777 -0.63635
H 2.40471 -0.88919 0.32241
H 2.91441 -1.30470 -2.03763
H 3.63611 0.19285 -1.49706
H 2.71751 0.46460 -3.72123
H 1.81571 1.48655 -2.62316
H 0.91435 -1.25600 -3.66166
H 0.30535 0.29006 -4.22217
H -0.04182 -0.23188 -2.57787
C -0.53283 2.60665 4.21717
C -0.87114 1.47702 5.18505
C -1.06735 0.12863 4.49315
C -2.21512 0.08537 3.48307
C -3.58400 0.45699 4.05009
C -4.06068 -0.48075 5.15567
H -1.33736 2.77950 3.50141
H -0.36771 3.54049 4.75823
H 0.37633 2.37538 3.65759
H -1.76296 1.74173 5.76038
H -0.06050 1.37673 5.91238
H -1.21909 -0.64192 5.25449
H -0.14222 -0.14058 3.97420
H -2.26730 -0.92279 3.06141
H -1.98766 0.74616 2.64260
H -4.31060 0.44219 3.23408
H -3.56995 1.48478 4.42389
H -4.11492 -1.50967 4.79440
H -5.05436 -0.19731 5.50604
H -3.39204 -0.46181 6.01777
C 1.83278 4.67839 6.76813
C 1.22902 6.01855 6.35868
C 1.87003 6.61688 5.10760
C 3.36062 6.93376 5.23862
C 3.71692 7.88763 6.37754
C 3.08033 9.26744 6.23807
H 2.88970 4.76951 7.02269
H 1.31859 4.27412 7.64140
H 1.74153 3.95223 5.95791
H 1.29842 6.72256 7.19279
H 0.16136 5.88229 6.16631
H 1.32632 7.52409 4.82975
H 1.73628 5.92054 4.27413
H 3.70713 7.36428 4.29402
H 3.92204 6.00430 5.36558
H 4.80389 7.99948 6.40756
H 3.43158 7.44918 7.33777
H 3.37854 9.73932 5.29963
H 3.38806 9.92315 7.05392
H 1.99097 9.21296 6.25544
*
```

***

[5]
C24H58NO9 | wB97M-V/def2-TZVPD

Calculated values
ΔE to the lowest compared entry with this formula, charge and spin, kcal/mol: 0.0

ORCA input file:
```
! wB97M-V def2-TZVPD RIJCOSX def2/J DEFGRID3
* xyz 1 1
C -3.14540 -1.39224 0.34779
C -1.87938 -2.23450 0.53450
C -2.04439 -3.46273 1.42525
C -2.98938 -4.50540 0.77244
N -4.09293 -4.73828 1.77048
C -4.18450 -3.50161 2.64532
C -2.69522 -3.19664 2.81505
C -2.31965 -1.90108 3.55075
C -1.46611 -2.16886 4.79502
O -2.18213 -2.77742 5.84721
H -4.02019 -2.03642 0.23520
H -3.06164 -0.73854 -0.51624
H -3.33337 -0.76336 1.22137
H -1.03757 -1.63109 0.87739
H -1.57770 -2.60056 -0.45418
H -1.05982 -3.87943 1.63390
H -2.45906 -5.44360 0.63100
H -3.39438 -4.11704 -0.15600
H -4.97011 -5.05734 1.35965
H -3.79242 -5.47516 2.40784
H -4.79412 -2.72358 2.19944
H -4.60015 -3.82964 3.59729
H -2.34063 -4.03314 3.44012
H -3.22564 -1.39330 3.89139
H -1.77298 -1.22858 2.89025
H -1.11971 -1.21354 5.18474
H -0.58066 -2.75053 4.50748
H -2.53715 -3.62753 5.57476
C 3.74525 1.68809 2.19721
O 3.97647 0.48548 1.47543
C 3.55909 -0.68343 2.15429
C 2.24044 -1.19023 1.61061
O 1.17128 -0.28499 1.86010
C 0.87857 0.54772 0.75061
H 3.87632 2.51923 1.50968
H 2.73195 1.72588 2.60359
H 4.46665 1.79197 3.01332
H 3.49102 -0.50589 3.23188
H 4.31937 -1.45294 1.98637
H 1.99089 -2.13610 2.10348
H 2.33374 -1.37992 0.53596
H 0.36383 -0.02783 -0.02949
H 1.77407 1.00038 0.32226
H 0.21648 1.34051 1.09759
C 1.66386 7.44660 3.28689
O 2.19633 7.64294 1.98940
C 3.51155 7.13635 1.83352
C 3.51897 5.80465 1.11568
O 2.87716 4.78743 1.87568
C 1.55272 4.52594 1.45304
H 0.59862 7.66716 3.23974
H 1.79924 6.41730 3.62820
H 2.13166 8.12860 4.00436
H 4.00646 7.04398 2.80514
H 4.07389 7.85898 1.23512
H 4.55578 5.49187 0.95971
H 3.04460 5.90376 0.13470
H 1.55114 3.96122 0.51211
H 0.98172 5.44710 1.31963
H 1.07503 3.92231 2.22494
C -5.38171 -2.22348 -2.77924
O -4.15328 -1.57096 -3.03246
C -3.07738 -2.46828 -3.26002
C -2.77701 -2.63971 -4.73380
O -3.84966 -3.26508 -5.41183
C -4.66081 -2.36466 -6.15196
H -6.17258 -1.47941 -2.85152
H -5.57425 -3.01878 -3.50201
H -5.39288 -2.64661 -1.76389
H -3.29105 -3.44533 -2.80848
H -2.19356 -2.04929 -2.76584
H -1.89866 -3.28395 -4.84012
H -2.54198 -1.67102 -5.18399
H -4.14216 -2.03634 -7.05743
H -4.93961 -1.49067 -5.55914
H -5.56279 -2.90063 -6.44070
C 4.86090 1.57385 -4.95460
O 4.10654 2.38191 -4.06766
C 2.79225 1.90638 -3.84427
C 2.67598 1.16599 -2.52836
O 3.43399 -0.03112 -2.51707
C 4.68478 0.10620 -1.85051
H 5.89837 1.89595 -4.88703
H 4.79961 0.51631 -4.68797
H 4.51754 1.70826 -5.98562
H 2.46897 1.26151 -4.66778
H 2.12946 2.77751 -3.81688
H 1.62616 0.89167 -2.37239
H 2.98180 1.82056 -1.70449
H 4.53216 0.14333 -0.76920
H 5.21714 1.00147 -2.17830
H 5.28594 -0.76854 -2.09541
*
```

***

HOMO-LUMO gap? In order: 8.24, 9.15, 8.12, 7.84, 7.32 eV.